(1)
DFT (ωB97M-V/def2-TZVPD) results for a single C28H28FN3O3 molecule.

Summary:
max |F|: 0.01780 Eh/bohr
orbital gap: 0.3223 hartree
HOMO: -0.2983 Eh
total charge: 0
SMILES: COC(=O)C1=C(C)N(Cc2ccccc2)/C(=N/Cc2ccc(OC)cc2)N[C@H]1c1cccc(F)c1

Atoms and positions in Å:
F 4.7468 -3.4613 0.1859
O 3.6568 2.2692 -1.3703
O -2.2960 3.1826 5.2289
O 3.7499 1.2705 0.6260
N -2.1468 -0.0099 -0.3278
N -0.3378 0.6110 -1.5691
N -0.0348 0.2101 0.7088
C -1.1881 0.3932 -2.7293
C -2.6701 0.5434 2.0373
C 1.8083 0.9406 -0.6239
C -2.8380 1.9022 1.8187
C -2.4337 2.3774 4.1373
C -1.1473 -3.7991 -3.6428
C -2.3194 -3.1934 -3.2234
C -2.3802 0.1109 3.3271
C 1.7652 -1.4111 0.1741
C -2.4583 4.5697 5.0645
C -0.8930 0.2222 -0.3522
C 2.5585 -4.0127 -0.4900
C 0.9248 1.1337 -1.6460
C 1.3807 0.0243 0.5081
C 1.2442 -3.6162 -0.6511
C 5.0361 1.8451 0.7822
C -2.3391 -1.8390 -2.9385
C 3.1211 1.5614 -0.5418
C -0.0125 -1.6934 -3.4856
C -2.7206 2.8172 2.8499
C 0.0078 -3.0464 -3.7713
C -1.1878 -1.0767 -3.0737
C -2.2660 1.0115 4.3650
C -2.7949 -0.4312 0.8911
C 0.8500 -2.3292 -0.3242
C 1.2465 1.9503 -2.8579
C 3.0866 -1.8055 0.3493
C 3.4592 -3.0906 0.0123
H -1.7165 4.9829 4.3731
H -0.8255 0.9770 -3.5723
H -3.2207 -3.7787 -3.1144
H 0.5156 -4.3118 -1.0382
H -2.2481 -0.9446 3.5240
H -0.1839 -2.0545 -0.4651
H -2.8572 3.8658 2.6371
H 4.9793 2.9334 0.7136
H -2.3087 5.0029 6.0523
H -3.8540 -0.5497 0.6328
H -3.0591 2.2482 0.8198
H 0.9277 -3.5137 -4.0905
H -2.0446 0.6816 5.3677
H 0.4471 2.6608 -3.0611
H 1.8932 0.3186 1.4290
H -3.2475 -1.3674 -2.5972
H -3.4639 4.8183 4.7100
H 5.3860 1.5417 1.7660
H -0.4189 -0.1246 1.5790
H -2.4194 -1.4170 1.2062
H 0.8967 -1.1161 -3.5741
H 2.8876 -5.0087 -0.7396
H 3.8181 -1.1184 0.7421
H -2.1983 0.7106 -2.4655
H 1.3854 1.3152 -3.7316
H 5.7124 1.4820 0.0050
H -1.1323 -4.8561 -3.8652
H 2.1718 2.4914 -2.6908

---

(2)
DFT (ωB97M-V/def2-TZVPD) results for a molecular structure, C28H28N4O2V in a non-equilibrium geometry.

Summary:
max |F|: 0.09968 Eh/bohr
<S²>: 3.800
orbital gap (spin up / spin down): 0.2208 / 0.1605 hartree
HOMO (spin up / spin down): -0.2201 / -0.3103 Eh
energy relative to the best compared isomer or geometry (same formula, charge and spin): 523.5 kJ/mol
multiplicity: 4
total charge: 0

Atoms and positions in Å:
V -1.3227 0.1979 0.0819
O 0.3658 2.7070 1.8316
O -0.7737 -1.6598 2.8997
N 0.1372 -1.4846 -0.2161
N 0.6947 1.4001 3.7058
N -0.3324 0.4314 1.9885
N 0.5713 1.0507 -0.7463
C 1.3195 -1.2135 -0.8029
C 3.0983 1.9416 -1.7618
C 3.6153 -1.7853 6.0494
C -1.2351 -0.6229 6.1497
C 0.8620 2.3446 -0.9298
C -3.3125 0.5212 6.6253
C -3.0469 1.4424 5.6098
C 0.2340 0.1486 4.2257
C 1.5695 0.1922 -1.0879
C 2.0228 -3.5336 -0.7058
C 2.2982 -2.2231 -1.0423
C 2.9623 -0.7367 6.7069
C 0.2482 1.6273 2.4072
C -0.0776 -2.7593 0.1265
C 2.0741 -1.5870 4.1826
C 1.8531 -0.1313 6.1183
C 2.0838 2.8216 -1.4119
C -1.8496 0.4561 -1.8727
C -2.4133 -1.3517 0.2415
C -2.1155 1.9358 0.2644
C 3.1792 -2.2075 4.7929
C 0.8129 -3.7946 -0.1155
C -0.9600 0.3201 5.1494
C -0.3116 -0.4583 2.9656
C -1.8692 1.3382 4.8639
C 1.4074 -0.5664 4.8650
C 2.8344 0.5952 -1.5854
C -2.4037 -0.5008 6.9045
H -3.1186 1.6765 -0.1204
H 4.0498 2.2659 -2.1431
H 1.0473 2.1752 4.2708
H -4.2340 0.6019 7.2035
H -2.5888 -1.2201 7.7068
H 3.6743 -3.0187 4.2635
H 1.3118 0.6740 6.6364
H 2.7480 -4.3261 -0.9118
H -0.5326 -1.4480 6.3142
H -1.6469 2.0525 4.0655
H 0.4774 -4.7942 0.1768
H 1.7180 -1.9134 3.2073
H -2.2615 -1.7886 1.2027
H 3.5838 -0.1565 -1.7973
H 3.2986 -0.3815 7.6854
H -1.0290 -2.9702 0.5756
H -2.9090 0.1587 -2.0113
H 2.1992 3.9023 -1.4854
H -1.7085 1.4749 -2.2746
H -1.2058 -0.2351 -2.4469
H 4.4675 -2.2732 6.5206
H -1.7095 2.8127 -0.2446
H -3.3383 -0.7694 0.1818
H 0.0683 3.0398 -0.6534
H -2.2735 2.1611 1.3152
H -3.7384 2.2540 5.3774
H 3.2536 -1.9513 -1.4940
H -2.3167 -2.0634 -0.5724

---

(3)
DFT (ωB97M-V/def2-TZVPD) results for a molecular structure, C28H28N4O2Zr in a non-equilibrium geometry.

Summary:
max |F|: 0.06100 Eh/bohr
orbital gap: 0.1816 hartree
HOMO: -0.4827 Eh
total charge: +2

Atoms and positions in Å:
Zr 0.0762 -0.0546 -1.0125
O -2.4978 -0.6966 -1.0894
O -1.1497 3.6207 -0.6911
N 1.6956 0.8054 -2.0748
N -3.7099 1.3699 -1.3456
N -1.5333 1.3519 -0.8302
N 0.2799 -1.4982 -2.5557
C -5.7284 6.0156 -2.3556
C -5.6394 3.8736 -1.2352
C -0.1252 -3.6756 -3.4263
C 3.7904 1.9608 -1.8129
C -1.3953 1.1922 3.4964
C -2.1093 -0.1367 3.4840
C -3.4445 3.6427 1.6384
C -0.4095 -2.6806 -2.5006
C -4.3400 6.0113 -2.4535
C -2.6220 0.5549 -1.1110
C 1.2217 -1.0149 0.5302
C 3.6232 0.0801 -3.3053
C 0.9983 -3.5156 -4.2323
C -3.4725 2.6612 -0.6963
C 1.8385 -2.4145 -4.0845
C -4.5640 1.5163 1.3043
C -4.7529 1.4087 2.6850
C 2.4597 1.7740 -1.4700
C 1.4827 -1.3577 -3.2413
C -6.3710 4.9387 -1.7555
C -1.9313 2.6832 -0.7467
C 2.2876 -0.1272 -2.9346
C 4.3609 1.1466 -2.7843
C -3.6651 3.5405 3.0093
C -3.8396 2.5952 0.7934
C -4.3042 2.4163 3.5359
C -3.5848 4.9376 -1.9494
C -4.2405 3.8544 -1.3421
H -2.4831 4.9707 -2.0175
H -0.7964 -4.5308 -3.4929
H 2.7660 -2.3270 -4.6404
H 4.0843 -0.6241 -3.9966
H -3.7962 6.8337 -2.9219
H 0.6165 -1.2692 1.4254
H 4.3570 2.7372 -1.3008
H -1.3782 -0.9606 3.3574
H -2.9565 -0.2908 4.2040
H -7.4466 4.9094 -1.6799
H 1.2041 -4.2772 -4.9687
H -2.0543 2.0267 3.5411
H -0.4354 1.2397 3.9761
H -2.9735 4.5296 1.2113
H -1.1935 -2.7351 -1.7286
H -1.0793 1.4589 2.4776
H -4.4236 2.2940 4.6161
H -4.6384 1.0102 -1.5831
H -6.1425 3.0527 -0.7207
H 1.6423 -1.8905 -0.0108
H -5.2244 0.5040 3.0827
H -6.2986 6.8459 -2.7579
H -4.9827 0.7431 0.6441
H 2.0273 -0.3147 0.8203
H 1.9614 2.3485 -0.6796
H 5.3710 1.3581 -3.1205
H -2.5616 -0.0788 2.5181
H -3.2965 4.3168 3.6780

---

(4)
DFT (ωB97M-V/def2-TZVPD) results for a molecular structure, C28H28N6O4SV.

Summary:
max |F|: 0.01607 Eh/bohr
<S²>: 0.796
orbital gap (spin up / spin down): 0.2339 / 0.2134 hartree
HOMO (spin up / spin down): -0.2312 / -0.2109 Eh
energy relative to the best compared isomer or geometry (same formula, charge and spin): 152.7 kJ/mol
multiplicity: 2
total charge: 0

Atoms and positions in Å:
V 0.6178 0.8895 -0.0525
S 2.9382 1.0766 2.0995
O -0.6366 1.6253 1.1862
O 2.2563 2.3400 1.9858
O 3.3675 0.6015 3.3873
O 1.9416 0.6112 -1.5807
N 1.6166 -1.8353 0.0843
N 2.0119 0.0325 1.3076
N -2.3920 2.9135 -2.3860
N -0.7206 1.7916 -1.5309
N 2.7162 1.0725 -3.6579
N 3.5068 -0.7441 -2.4522
C -2.9879 4.2058 0.1744
C 6.6152 1.3049 -0.6076
C 5.4551 2.0132 -0.9109
C 3.2146 -2.0459 1.8576
C -3.3878 4.6876 1.3969
C -0.7893 1.5343 -2.8819
C 2.6842 0.3291 -2.5136
C -2.8357 -0.6092 0.9904
C -1.5664 -2.5531 0.3683
C 5.5497 0.4945 1.4059
C -3.1083 -0.3606 -0.3470
C 7.8212 1.3624 -1.5073
C 2.3016 -1.2828 1.1054
C -1.7093 2.6291 -1.2402
C -2.8533 4.1100 2.5543
C -1.8154 2.2310 -3.4290
C 1.8162 -3.1183 -0.2049
C -1.4957 2.5879 1.2257
C 6.6481 0.5498 0.5619
C -1.9376 3.0925 2.4716
C -1.8311 -2.2995 -0.9707
C -2.6005 -1.2010 -1.3297
C 2.7123 -3.9327 0.4636
C 3.4181 -3.3667 1.5219
C -2.0623 -1.7046 1.3477
C -2.0626 3.1577 0.0553
C 4.3502 1.9617 -0.0754
C 4.3980 1.1928 1.0781
H -2.8051 -0.9975 -2.3738
H 3.3605 -1.3554 -1.6626
H -2.1883 2.2913 -4.4352
H 2.8395 -4.9681 0.1813
H -3.2025 0.0686 1.7504
H 5.4259 2.6272 -1.8043
H 3.4561 2.5297 -0.3003
H 7.6433 2.0055 -2.3685
H 3.9398 -1.1125 -3.2792
H 8.6873 1.7511 -0.9696
H 2.2248 1.9502 -3.6107
H 1.2201 -3.5110 -1.0242
H 4.1157 -3.9644 2.0957
H -3.3914 4.6721 -0.7189
H -3.1592 4.4771 3.5262
H -1.8367 -1.8904 2.3898
H -0.1083 0.8504 -3.3577
H -1.4378 -2.9585 -1.7357
H -1.5037 2.6490 3.3587
H 3.5281 1.0337 -4.2483
H 7.5501 0.0081 0.8228
H 8.0829 0.3677 -1.8723
H -0.9596 -3.4040 0.6498
H 5.5836 -0.0680 2.3287
H 3.7112 -1.5974 2.7057
H -4.0956 5.5023 1.4617
H -3.2130 3.4884 -2.4382
H -3.6999 0.5033 -0.6255